No. 1
# C6H6N4O

An isolated molecule of C6H6N4O (the ωB97M-V functional and the def2-TZVPD basis, OMol25).

ORCA input file:
```
! RIJCOSX wB97M-V def2-TZVPD def2/J DEFGRID3
* xyz 0 1
C 0.418 2.915 0.068
O 1.007 1.635 0.077
C 0.161 0.602 -0.057
N -1.151 0.846 -0.369
C -1.867 -0.254 -0.620
N -1.455 -1.496 -0.437
C -0.153 -1.758 -0.041
N 0.493 -2.884 0.253
C 1.679 -2.402 0.684
N 1.864 -1.092 0.718
C 0.681 -0.640 0.252
H 1.112 3.622 0.553
H 0.163 3.333 -0.910
H -0.487 2.999 0.682
H -2.852 -0.042 -1.010
H -2.110 -2.257 -0.778
H 2.500 -3.127 0.935
*
```

LUMO (eV): 0.3
Relative energy (zero: lowest compared OMol25 entry of this formula, charge and spin) (kcal/mol): 21.9
Orbital gap (eV): 9.146

No. 2
# C4H6N2

An isolated molecule of C4H6N2 (the ωB97M-V functional and the def2-TZVPD basis, OMol25).

ORCA input file:
```
! RIJCOSX wB97M-V def2-TZVPD def2/J DEFGRID3
* xyz 0 1
N -0.728 0.144 2.707
C -0.514 0.036 1.574
C -0.145 -0.179 0.179
N -0.526 -1.422 -0.430
C -0.082 0.998 -0.759
C 1.187 0.430 -0.212
H -0.473 -2.192 0.228
H -1.479 -1.370 -0.773
H -0.430 1.966 -0.414
H -0.328 0.757 -1.789
H 1.814 -0.170 -0.863
H 1.704 1.002 0.552
*
```

LUMO (eV): 0.9
Relative energy (zero: lowest compared OMol25 entry of this formula, charge and spin) (kcal/mol): 30.0
Orbital gap (eV): 11.030

No. 3
# C4H10N

A cluster of 2 separate species, C4H10N in total (the ωB97M-V functional and the def2-TZVPD basis, OMol25).

ORCA input file:
```
! RIJCOSX wB97M-V def2-TZVPD def2/J DEFGRID3
* xyz 0 2
C -1.103 -1.376 -1.984
N 0.193 -1.757 -1.955
H -1.326 -0.369 -2.325
H -1.984 -2.006 -1.945
H 0.548 -2.631 -2.269
H 0.887 -1.170 -1.547
C -0.670 0.469 1.429
C 0.717 0.834 1.032
C 1.350 1.935 1.421
H -1.000 0.891 2.378
H -1.312 0.797 0.619
H -0.734 -0.621 1.525
H 1.252 0.178 0.347
H 2.394 2.167 1.262
H 0.789 2.660 2.013
*
```

LUMO (alpha / beta) (eV): 1.2 / 1.1
Relative energy (zero: lowest compared OMol25 entry of this formula, charge and spin) (kcal/mol): 16.0
Orbital gap (alpha / beta) (eV): 7.801 / 10.682
<S²>: 0.75

No. 4
# C5H12NS

The ion C5H12NS with charge +1 (the ωB97M-V functional and the def2-TZVPD basis, OMol25).

ORCA input file:
```
! RIJCOSX wB97M-V def2-TZVPD def2/J DEFGRID3
* xyz 1 1
C -0.159 0.491 -0.534
C -1.223 0.529 -1.565
C 0.726 -0.722 0.238
C 0.718 1.740 -0.526
C -0.107 -1.900 0.688
N 1.364 -0.283 1.465
S -2.816 -0.249 -1.346
H -0.780 0.380 0.439
H -1.021 1.073 -2.465
H 1.549 1.762 -1.208
H 0.983 2.160 0.441
H 0.185 2.575 -0.923
H -0.613 -1.805 1.638
H 0.618 -2.783 0.989
H -0.785 -2.140 -0.179
H 0.771 0.284 2.101
H 2.215 0.246 1.424
H 1.624 -1.129 1.993
H -3.247 -0.228 -2.671
*
```

LUMO (alpha / beta) (eV): -3.9 / -4.9
Relative energy (zero: lowest compared OMol25 entry of this formula, charge and spin) (kcal/mol): 123.6
Orbital gap (alpha / beta) (eV): 8.873 / 6.263